Record 1
{
  "formula": "C35H48CsN7O4S4Si2Te",
  "method": "wB97M-V/def2-TZVPD",
  "species": ["Cs", "O", "C", "S", "C", "C", "S", "S", "S", "C", "O", "C", "C", "C", "C", "C", "C", "N", "C", "N", "C", "C", "C", "C", "C", "C", "O", "C", "N", "C", "C", "C", "C", "C", "C", "O", "C", "H", "H", "H", "H", "H", "H", "H", "H", "H", "H", "H", "H", "H", "H", "H", "H", "H", "H", "H", "H", "H", "H", "C", "Si", "C", "C", "C", "Te", "C", "Si", "C", "C", "C", "H", "H", "H", "H", "H", "H", "H", "H", "H", "H", "H", "H", "H", "H", "H", "H", "H", "H", "H", "H", "H", "H", "N", "C", "N", "N", "C", "N", "H", "H", "H", "H"],
  "xyz": [[-1.74444, -1.94631, 1.99549], [-7.61977, -1.84410, 7.23411], [-6.83085, -1.89883, 6.30892], [-6.15375, -3.38589, 5.66438], [-5.13688, -2.68859, 4.39096], [-5.15941, -1.34293, 4.27787], [-4.34432, -0.26659, 3.17800], [-6.21571, -0.50637, 5.43432], [-4.22781, -3.87499, 3.48183], [5.67649, -1.32832, -3.99586], [5.05544, -1.43799, -2.73867], [5.32372, -0.46424, -1.81079], [6.23959, 0.55458, -1.99236], [6.41928, 1.51506, -0.99763], [5.66389, 1.44437, 0.15664], [4.73340, 0.42693, 0.33841], [4.55537, -0.55436, -0.63161], [3.64625, -1.60001, -0.55256], [2.60306, -1.70339, 0.40717], [3.08257, -1.72964, 1.66738], [2.41962, -1.58291, 2.92733], [1.07607, -1.25414, 3.02516], [0.61556, -1.16132, 4.34876], [1.40398, -1.34761, 5.47524], [2.75721, -1.65036, 5.32126], [3.25967, -1.76976, 4.03547], [4.59221, -2.07865, 3.76018], [5.47566, -2.12626, 4.84804], [1.37848, -1.83671, 0.04716], [1.03239, -1.54106, -1.27161], [0.34040, -2.46443, -2.04681], [-0.06575, -2.16920, -3.34383], [0.21858, -0.93237, -3.88758], [0.88465, 0.02597, -3.12458], [1.26490, -0.26043, -1.82422], [1.85840, 0.63997, -0.98698], [2.15239, 1.91876, -1.49355], [5.30695, -2.15959, -4.59137], [6.76585, -1.39868, -3.91336], [5.41481, -0.38663, -4.48832], [6.81585, 0.61329, -2.90509], [7.13891, 2.31041, -1.14232], [5.77747, 2.19344, 0.93003], [4.12190, 0.40410, 1.22891], [3.37936, -1.95966, -1.45736], [4.07171, -1.90703, 1.73398], [-0.43792, -0.92427, 4.52431], [0.98486, -1.26659, 6.47361], [3.38761, -1.80050, 6.18739], [6.47014, -2.29307, 4.43545], [5.23160, -2.94485, 5.53398], [5.47038, -1.18721, 5.41172], [0.10537, -3.42289, -1.59958], [-0.63049, -2.90005, -3.90650], [-0.10349, -0.68473, -4.89153], [1.07602, 1.00344, -3.54433], [2.62156, 2.46466, -0.67791], [1.24731, 2.44808, -1.80786], [2.85191, 1.86349, -2.33605], [-3.36934, 0.70448, -4.54206], [-3.13053, 2.43390, -3.88562], [-1.31925, 2.91878, -3.92040], [-4.09303, 3.64246, -4.97001], [-3.75207, 2.58712, -2.12445], [-2.99614, 1.05481, -0.81213], [-3.08268, 2.31645, 0.92412], [-1.44532, 3.14814, 1.29037], [-0.94286, 4.24781, -0.15804], [-0.11322, 1.87732, 1.59065], [-1.64640, 4.23378, 2.81531], [-3.00221, 0.63051, -5.57004], [-4.42588, 0.42686, -4.54141], [-2.84896, -0.04734, -3.94506], [-0.87314, 2.73792, -4.90147], [-0.78002, 2.31648, -3.18727], [-1.18441, 3.97344, -3.66890], [-3.73186, 3.61117, -6.00122], [-3.98650, 4.66764, -4.60755], [-5.15746, 3.39801, -4.98034], [-4.84137, 2.55940, -2.07475], [-3.41659, 3.53774, -1.70416], [-3.37560, 1.66623, 1.75277], [-3.91428, 3.00466, 0.76608], [-0.84093, 3.65531, -1.06972], [0.02238, 4.72097, 0.04267], [-1.67331, 5.04042, -0.34119], [0.10349, 1.27638, 0.70478], [-0.37134, 1.17966, 2.39090], [0.82125, 2.36089, 1.89064], [-2.37794, 5.02747, 2.64395], [-0.69932, 4.69915, 3.09960], [-1.99516, 3.63194, 3.65694], [-3.71009, -5.29189, 0.52927], [-3.82907, -4.19130, -0.24551], [-4.46480, -3.13414, 0.27338], [-3.30180, -4.26390, -1.46696], [-3.35486, -3.14520, -2.16531], [-3.39509, -2.16957, -2.79176], [-4.26786, -5.36365, 1.37065], [-3.40972, -6.12465, 0.05648], [-4.66103, -3.13671, 1.28755], [-4.46390, -2.26204, -0.23403]],
  "forces_ev_per_angstrom": [[0.4, -0.1, -0.2], [0.0, 0.0, 0.0], [0.0, 0.0, -0.1], [0.0, 0.0, 0.0], [-0.1, -0.1, 0.1], [-0.1, 0.0, 0.1], [-0.1, 0.0, -0.1], [0.0, 0.0, 0.0], [0.0, -0.1, -0.2], [0.0, 0.0, 0.0], [0.0, 0.0, 0.0], [-0.1, 0.0, 0.0], [0.0, 0.0, 0.0], [0.0, 0.0, 0.0], [0.0, 0.0, 0.0], [0.0, 0.0, 0.0], [0.0, 0.1, 0.0], [0.0, -0.1, 0.0], [-0.1, 0.2, -0.1], [0.1, -0.2, 0.0], [-0.1, 0.0, 0.0], [-0.1, 0.0, 0.1], [0.0, 0.1, 0.2], [0.1, 0.0, -0.1], [0.0, 0.0, 0.0], [0.0, 0.0, 0.0], [0.0, 0.0, 0.0], [0.0, 0.0, 0.0], [0.0, -0.1, 0.1], [-0.1, 0.1, 0.0], [0.0, 0.0, 0.0], [0.0, 0.0, 0.0], [0.0, 0.0, 0.0], [0.0, 0.0, 0.0], [0.0, 0.0, 0.0], [0.0, -0.1, -0.1], [0.0, 0.0, 0.0], [0.0, 0.0, 0.0], [0.0, 0.0, 0.0], [0.0, 0.0, 0.0], [0.0, 0.0, 0.0], [0.0, 0.0, 0.0], [0.0, 0.0, 0.0], [0.0, 0.0, 0.0], [0.0, 0.0, 0.0], [0.0, 0.0, 0.0], [0.0, 0.0, 0.1], [0.0, 0.0, 0.0], [0.0, 0.0, 0.0], [0.0, 0.0, 0.0], [0.0, 0.0, 0.0], [0.0, 0.0, 0.0], [0.0, 0.0, 0.0], [0.0, 0.0, 0.0], [0.0, 0.0, 0.0], [0.0, 0.0, 0.0], [0.0, 0.0, 0.0], [0.0, 0.0, 0.0], [0.0, 0.0, 0.0], [0.1, 0.1, 0.0], [0.0, 0.0, 0.0], [0.0, 0.0, 0.0], [0.0, 0.0, 0.0], [0.0, -0.1, -0.1], [0.0, 0.1, -0.1], [0.1, -0.1, 0.0], [0.0, 0.0, 0.0], [0.0, 0.0, 0.1], [-0.1, 0.1, 0.0], [0.0, 0.0, 0.0], [0.0, 0.0, 0.0], [0.0, 0.0, 0.0], [0.0, 0.0, 0.0], [0.0, 0.0, 0.0], [0.0, 0.0, 0.0], [0.0, 0.0, 0.0], [0.0, 0.0, 0.0], [0.0, 0.0, 0.0], [0.0, 0.0, 0.0], [0.0, 0.0, 0.0], [0.0, 0.0, 0.0], [0.0, 0.0, 0.0], [0.0, 0.0, 0.0], [0.0, 0.0, 0.0], [0.0, 0.0, 0.0], [0.0, 0.0, 0.0], [0.0, 0.0, 0.0], [0.0, 0.0, 0.0], [0.0, 0.0, 0.0], [0.0, 0.0, 0.0], [0.0, 0.0, 0.0], [0.0, 0.0, 0.0], [-0.2, 0.0, 0.0], [0.0, -0.1, -0.2], [0.1, -0.2, 0.1], [-0.1, 0.1, 0.3], [-0.1, 0.0, 0.0], [0.0, 0.0, -0.1], [0.1, 0.1, 0.1], [0.0, 0.0, 0.0], [0.0, 0.1, -0.1], [0.0, 0.0, 0.0]],
  "lumo_energy_ha": 0.1244,
  "spin_multiplicity": 1,
  "charge": -2,
  "homo_energy_ev": -1.1,
  "de_lowest_kcal_mol": 11.2
}

Record 2
{
  "formula": "C35H48IrN3O5P2S",
  "method": "wB97M-V/def2-TZVPD",
  "species": ["Ir", "C", "O", "C", "C", "C", "C", "C", "C", "N", "C", "N", "C", "C", "C", "C", "C", "C", "O", "C", "N", "C", "C", "C", "C", "C", "C", "O", "C", "H", "H", "H", "H", "H", "H", "H", "H", "H", "H", "H", "H", "H", "H", "H", "H", "H", "H", "H", "H", "H", "H", "C", "P", "C", "C", "C", "C", "C", "C", "C", "H", "H", "H", "H", "H", "H", "H", "H", "H", "H", "H", "C", "P", "C", "C", "O", "H", "H", "H", "H", "H", "H", "H", "H", "H", "C", "S", "C", "O", "H", "H", "H", "H", "H", "H"],
  "xyz": [[0.14433, -1.24889, 0.00224], [0.62983, 7.19421, -0.94386], [0.83313, 5.84231, -0.56176], [1.74893, 5.54411, 0.36784], [2.53413, 6.46781, 1.05684], [3.46193, 6.03581, 1.98194], [3.61033, 4.67231, 2.25514], [2.85233, 3.73791, 1.58304], [1.92343, 4.14551, 0.62364], [1.08803, 3.28311, -0.05636], [1.18963, 1.91811, -0.22576], [2.45063, 1.45911, -0.36996], [2.98113, 0.19571, -0.56056], [2.24603, -0.99619, -0.50916], [2.95653, -2.18699, -0.67816], [4.33273, -2.20159, -0.89546], [5.04443, -1.02329, -1.00356], [4.39303, 0.19401, -0.82756], [4.97053, 1.40431, -0.87856], [6.35683, 1.53381, -1.15626], [0.13663, 1.14391, -0.19186], [-1.16207, 1.62031, -0.20726], [-2.07217, 1.15511, 0.74534], [-3.39307, 1.54191, 0.72124], [-3.84577, 2.39311, -0.28526], [-2.97447, 2.85801, -1.25386], [-1.63037, 2.49951, -1.22496], [-0.69917, 2.90481, -2.12046], [-1.09137, 3.59061, -3.29666], [-0.11297, 7.16541, -1.73836], [1.55193, 7.63901, -1.32566], [0.25173, 7.79181, -0.11046], [2.42093, 7.52251, 0.86884], [4.07483, 6.75411, 2.50184], [4.31503, 4.34981, 3.00544], [2.94823, 2.69161, 1.83184], [0.28803, 3.73541, -0.48796], [3.16813, 2.17841, -0.42496], [2.43363, -3.13189, -0.65116], [4.85153, -3.14439, -0.98966], [6.09503, -1.05539, -1.24086], [6.96023, 0.91981, -0.48576], [6.59353, 2.58521, -0.99546], [6.57933, 1.26521, -2.19046], [-1.69087, 0.50231, 1.51784], [-4.07507, 1.20811, 1.48914], [-4.87897, 2.70311, -0.30606], [-3.34837, 3.51911, -2.01756], [-0.18007, 3.70781, -3.88066], [-1.50857, 4.57151, -3.06096], [-1.81737, 3.01591, -3.87466], [-0.04147, -0.58769, 3.69244], [0.00633, -1.89789, 2.40224], [1.47963, -2.85149, 2.91964], [-1.47237, -2.90319, 2.73604], [-2.69297, -2.41249, 2.27054], [-3.86677, -3.08909, 2.54494], [-3.83037, -4.27699, 3.26374], [-2.61417, -4.78379, 3.69534], [-1.43377, -4.11119, 3.42644], [0.02703, -1.04769, 4.67854], [-0.96807, -0.01919, 3.63814], [0.79943, 0.09331, 3.56304], [1.42713, -3.11059, 3.97694], [2.35603, -2.22219, 2.76164], [1.59293, -3.75199, 2.32134], [-2.70937, -1.51129, 1.67524], [-4.80997, -2.69299, 2.20214], [-4.74577, -4.80669, 3.48174], [-2.58477, -5.70569, 4.25594], [-0.49937, -4.52699, 3.76934], [-4.46837, -1.34299, -1.83606], [-2.70607, -1.44309, -2.28146], [-2.37317, -0.18609, -3.55516], [-2.42757, -3.05749, -3.07086], [-1.87577, -1.21629, -1.04216], [-5.07757, -1.41969, -2.73176], [-4.66967, -0.39859, -1.33586], [-4.71967, -2.15839, -1.16096], [-2.94327, -0.39939, -4.45336], [-1.31207, -0.18209, -3.79546], [-2.66187, 0.78671, -3.16916], [-2.89717, -3.08959, -4.04846], [-2.84917, -3.84259, -2.45046], [-1.35707, -3.21219, -3.17866], [0.47853, -6.06709, -0.89426], [-0.25257, -4.79199, 0.18894], [-1.99697, -5.29339, -0.00666], [-0.11107, -3.52239, -0.61276], [0.09713, -5.97179, -1.90756], [0.22753, -7.03909, -0.48266], [1.55713, -5.94419, -0.90016], [-2.22357, -6.01619, 0.76894], [-2.17457, -5.73409, -0.98136], [-2.61797, -4.41539, 0.13774]],
  "forces_ev_per_angstrom": [[0.9, 0.8, -0.5], [-0.2, 1.0, -0.3], [0.9, -1.0, 1.0], [-0.6, 0.8, -0.7], [0.1, 0.2, 0.1], [-0.4, 0.6, -0.5], [-0.3, -1.1, -0.2], [0.8, 0.1, 0.7], [-0.9, -1.3, -0.5], [0.4, 1.9, 0.5], [0.7, -1.9, 0.3], [-0.6, 1.6, 0.3], [0.2, -0.8, -0.2], [-1.2, -0.8, 1.7], [0.4, -0.2, -0.1], [-0.8, -0.1, -0.1], [0.0, 0.8, 0.1], [-0.7, -1.0, -0.1], [-0.5, 0.5, 0.2], [0.5, 0.0, -0.1], [1.3, -2.7, 0.3], [-1.7, 1.0, -0.1], [0.4, 0.4, -0.3], [-0.3, 0.2, -0.1], [0.1, -0.3, 0.3], [0.2, 0.1, -0.1], [-0.1, -0.8, 0.7], [0.4, -0.2, 0.2], [-0.1, 0.3, -0.3], [0.1, 0.0, 0.1], [0.0, -0.1, 0.0], [0.0, -0.2, 0.0], [0.0, 0.1, 0.0], [0.0, 0.1, 0.1], [0.0, 0.0, 0.1], [0.0, 0.0, 0.0], [0.0, -0.1, -0.3], [-0.1, -0.1, -0.1], [-0.1, 0.0, 0.1], [0.0, 0.0, -0.1], [0.1, 0.1, 0.1], [-0.1, 0.0, 0.1], [0.0, -0.2, 0.0], [-0.1, 0.0, 0.0], [0.0, 0.0, 0.0], [0.0, -0.1, 0.0], [-0.1, 0.0, 0.0], [0.0, 0.1, -0.2], [-0.1, 0.0, 0.0], [0.0, 0.0, 0.0], [0.0, 0.0, 0.1], [-0.1, 0.2, -0.7], [1.1, 0.3, -0.9], [-0.2, 0.2, -0.3], [0.2, 0.3, -0.7], [0.1, 0.0, 0.0], [-0.1, 0.0, 0.0], [0.1, 0.1, 0.0], [-0.1, -0.1, 0.1], [0.1, 0.1, 0.1], [0.0, -0.2, -0.1], [0.0, 0.0, 0.0], [0.0, 0.0, 0.0], [-0.1, 0.0, 0.0], [0.0, 0.0, 0.0], [0.0, -0.1, 0.0], [-0.1, 0.2, -0.1], [-0.1, 0.0, 0.0], [-0.1, 0.0, 0.0], [0.0, -0.1, 0.0], [0.1, 0.0, 0.1], [0.6, -0.1, -0.3], [-0.7, 0.0, -0.5], [-0.1, -0.4, 0.5], [0.0, 0.6, 0.3], [0.6, -0.1, 0.6], [-0.2, 0.0, -0.1], [0.1, 0.1, 0.0], [0.0, -0.1, 0.0], [-0.1, 0.0, -0.1], [0.1, 0.0, 0.0], [0.0, 0.1, 0.1], [-0.1, 0.0, -0.1], [0.0, -0.1, 0.1], [0.1, 0.0, 0.0], [0.0, 0.4, 0.3], [-0.5, -1.6, -0.1], [0.5, 0.1, 0.1], [0.5, 2.6, -0.3], [-0.2, 0.1, 0.0], [-0.1, -0.1, 0.1], [0.1, 0.1, 0.1], [0.0, -0.1, 0.2], [0.1, 0.0, -0.2], [0.1, 0.2, 0.1]],
  "lumo_energy_ha": [-0.3203, -0.3907],
  "spin_multiplicity": 2,
  "charge": 3,
  "homo_energy_ev": [-14.9, -14.8]
}

Number 1: M 1075.76 g/mol. Number 2: M 877.02 g/mol.